P | 14
Properties=species:S:1:pos:R:3:nbo_charge:R:1 method="wB97M-V/def2-TZVPD" multiplicity=1 orbital_gap_ev=7.210 total_charge=-1
C 0.10682 0.47881 2.27720 -0.74
S 0.00805 1.55291 0.81913 -0.74
H -0.82998 0.07534 2.65170 0.17
H 0.77432 -0.36928 2.11079 0.18
H 0.48355 1.05242 3.12964 0.18
H 2.14031 0.29595 -0.66097 0.49
H 0.81980 0.31785 -1.32434 0.50
O 1.75316 0.13747 -1.53218 -1.00
H -2.34478 0.32974 0.61548 0.49
H -2.59502 1.23571 -0.59441 0.48
O -2.97210 0.50418 -0.09640 -0.98
H 0.14822 -1.91416 -2.20203 0.47
H 1.57479 -1.49721 -2.51946 0.50
O 0.93286 -2.19973 -2.67414 -0.98

Q | 14
Properties=species:S:1:pos:R:3:nbo_charge:R:1 method="wB97M-V/def2-TZVPD" multiplicity=1 orbital_gap_ev=7.166 total_charge=-1
C -1.46548 -0.55344 2.00445 -0.74
S -1.42246 -0.06033 0.28277 -0.68
H -2.41465 -0.98097 2.33005 0.18
H -1.26862 0.32708 2.62748 0.18
H -0.65879 -1.25977 2.22119 0.18
H -0.17944 -1.45417 -1.24134 0.51
H 0.03179 -2.89068 -1.62789 0.45
O 0.36018 -2.02798 -1.82686 -1.00
H -0.09951 1.64259 0.33336 0.49
H 0.19879 3.03937 0.85895 0.45
O 0.55108 2.37885 0.23362 -1.01
H 1.79881 1.28015 -1.86898 0.48
H 2.05989 -0.11744 -2.29483 0.48
O 2.50841 0.67674 -2.03198 -0.96

Stability summary: most stable Q, least stable P.

P | 20
Properties=species:S:1:pos:R:3:nbo_charge:R:1 method="wB97M-V/def2-TZVPD" multiplicity=1 orbital_gap_ev=8.497 total_charge=0 smiles="CS/C=N/O.CCC=S"
C 4.46299 0.38257 0.91197 -0.75
S 4.60471 -1.07992 -0.13453 0.27
C 2.92020 -1.37518 -0.49013 -0.14
N 1.98737 -0.63866 -0.03631 -0.19
O 0.74760 -1.10019 -0.47467 -0.57
H 3.99331 1.20162 0.36425 0.23
H 3.87089 0.16188 1.80187 0.23
H 5.47679 0.66122 1.20032 0.23
H 2.71933 -2.23477 -1.13001 0.21
H 0.13487 -0.47169 -0.07180 0.47
C -2.55607 1.49291 -0.00145 -0.60
C -3.68391 0.51416 -0.35148 -0.48
C -3.18972 -0.89987 -0.35461 -0.25
S -3.72285 -2.10457 0.57581 0.06
H -1.71649 1.39850 -0.69905 0.20
H -2.18038 1.30714 1.00988 0.21
H -2.91893 2.52359 -0.04610 0.22
H -4.51973 0.61083 0.34650 0.22
H -4.05782 0.74102 -1.35997 0.22
H -2.37216 -1.09059 -1.06048 0.19

Q | 20
Properties=species:S:1:pos:R:3:nbo_charge:R:1 method="wB97M-V/def2-TZVPD" multiplicity=1 orbital_gap_ev=9.968 total_charge=0 smiles="C[C@H]1CCCN[S@]1(=O)=S"
C -1.07901 1.75727 -1.24433 -0.64
C -0.76924 0.61608 -0.27159 -0.41
C -0.27980 -0.60018 -1.05881 -0.44
C -0.04512 -1.77980 -0.14603 -0.38
C 1.00857 -1.44594 0.88118 -0.26
N 0.52872 -0.40857 1.71535 -0.81
S 0.56129 1.05969 0.86613 1.57
O 2.00217 1.23328 0.09478 -0.91
S 0.07353 2.51254 1.93819 -0.38
H -0.09980 2.38474 -1.31486 0.24
H -1.89929 2.50447 -0.89792 0.24
H -1.32782 1.34812 -2.23168 0.22
H -1.57543 0.48134 0.36328 0.24
H 0.63505 -0.15412 -1.39474 0.24
H -0.99984 -0.90780 -1.69721 0.22
H -0.97044 -1.93074 0.51843 0.21
H 0.23540 -2.82481 -0.65674 0.22
H 1.13030 -2.33634 1.45559 0.21
H 1.94693 -1.24096 0.45858 0.21
H 0.92385 -0.26827 2.62241 0.41

Stability summary: most stable Q, least stable P.

P | 15
Properties=species:S:1:pos:R:3:nbo_charge:R:1 method="wB97M-V/def2-TZVPD" multiplicity=2 orbital_gap_ev="5.620 / 6.074" total_charge=+1
C -1.60808 -0.93577 0.51990 -0.54
C -1.36442 0.39999 -0.26902 -0.36
N -2.41544 1.21236 -0.17744 -0.03
C 2.86516 -0.43710 -0.40176 -0.21
C 2.07787 0.43550 0.39662 0.27
O 1.12290 0.13796 1.11887 -0.54
H -2.27900 -0.69172 1.32181 0.25
H -2.07018 -1.66597 -0.15073 0.26
H -0.68030 -1.36604 0.87774 0.27
H -0.58415 0.91545 0.42418 0.47
H -1.01345 0.28794 -1.29712 0.23
H -2.65270 1.66057 -1.08013 0.37
H 2.64434 -1.48333 -0.54690 0.21
H 3.62543 0.02969 -1.00070 0.21
H 2.33202 1.50049 0.26468 0.14

Q | 15
Properties=species:S:1:pos:R:3:nbo_charge:R:1 method="wB97M-V/def2-TZVPD" multiplicity=2 orbital_gap_ev="9.535 / 3.980" total_charge=+1
O -2.41109 -0.63942 1.12393 -0.51
C -1.91815 0.31898 1.57531 0.43
C -0.56602 0.76656 1.08850 -0.50
C 0.11735 -0.40500 0.14493 -0.43
C 1.15887 0.10699 -0.79430 -0.28
N 1.25942 -0.71980 -2.07542 -0.17
H -2.43805 0.73329 2.51046 0.15
H -0.88930 1.47626 0.34580 0.23
H -0.06025 1.10600 2.00189 0.25
H -0.64526 -0.77254 -0.46400 0.24
H 0.37771 -1.24914 0.74196 0.24
H 0.72616 1.00653 -1.21455 0.25
H 2.17984 0.17943 -0.30456 0.30
H 1.41409 -1.68161 -1.96128 0.41
H 1.69469 -0.22653 -2.71866 0.38

Stability summary: most stable Q, least stable P.

P | 12
Properties=species:S:1:pos:R:3:nbo_charge:R:1 method="wB97M-V/def2-TZVPD" multiplicity=1 orbital_gap_ev=8.331 total_charge=0
C -1.19656 -0.55248 0.72324 -0.92
C -0.08528 1.20571 -1.07754 -0.99
N 1.71587 -1.07515 0.46042 0.26
O 2.62720 -1.88845 0.52043 -0.36
O 1.74933 0.10305 1.04699 -0.53
P -0.17469 1.05465 0.74096 1.08
H -1.59457 -0.71893 1.63271 0.22
H -1.92117 -0.31678 -0.01179 0.22
H -0.71568 -1.36334 0.25536 0.26
H -1.00288 1.74763 -1.34437 0.25
H 0.84488 1.55230 -1.47748 0.26
H -0.24645 0.25178 -1.46894 0.23

Q | 12
Properties=species:S:1:pos:R:3:nbo_charge:R:1 method="wB97M-V/def2-TZVPD" multiplicity=1 orbital_gap_ev=10.065 total_charge=0 smiles="CC(=O)N(O)P"
C 1.72978 -0.80366 0.28659 -0.71
C 0.16002 -0.85811 0.10774 0.68
O -0.41713 -1.90102 0.33641 -0.60
N -0.54785 0.28520 -0.22641 -0.45
O 0.08523 1.60101 -0.22187 -0.55
P -2.30410 0.13431 -0.20131 0.55
H 2.05689 -1.61338 -0.26077 0.24
H 1.98962 -1.09736 1.28737 0.24
H 2.15426 0.17666 0.09340 0.23
H 0.06037 1.94556 -1.15267 0.47
H -2.28039 1.37486 -1.05148 -0.05
H -2.68671 0.75595 1.00298 -0.05

Stability summary: most stable Q, least stable P.